1.
{"formula": "C49H38N7O2P2Ti", "method": "ωB97M-V/def2-TZVPD", "spin_multiplicity": 3, "total_charge": 1, "orbital_gap_ev": [4.27, 7.13], "total_energy_ev": -107649.1875, "relative_energy_ev": 1.287, "e_homo_ev": [-7.436, -10.255], "largest_force_ev_per_a": 3.87, "s_squared": 2.027, "symbols": ["Ti", "C", "C", "C", "C", "N", "C", "N", "C", "N", "C", "N", "C", "C", "C", "C", "C", "N", "C", "C", "C", "C", "C", "C", "H", "H", "H", "H", "H", "H", "H", "H", "H", "H", "H", "H", "O", "P", "C", "P", "O", "C", "C", "C", "C", "C", "C", "C", "C", "C", "C", "C", "C", "C", "C", "C", "C", "C", "C", "C", "C", "C", "C", "C", "C", "H", "H", "H", "H", "H", "H", "H", "H", "H", "H", "H", "H", "H", "H", "H", "H", "H", "H", "H", "H", "H", "H", "N", "C", "C", "C", "C", "N", "C", "C", "H", "H", "H", "H"], "coordinates": [[0.20535, 0.07210, -0.29124], [4.43529, -0.36963, -0.37262], [4.93966, 0.80917, 0.19489], [4.06764, 1.65727, 0.81145], [2.67498, 1.38228, 0.81244], [2.18697, 0.23407, 0.23770], [3.08287, -0.60343, -0.31773], [1.91066, 2.29309, 1.41230], [0.63534, 2.48405, 1.17372], [-0.11961, 1.83256, 0.23423], [-1.37969, 2.38103, 0.20479], [-2.31314, 2.06102, -0.65535], [-2.28302, 1.02788, -1.49523], [-3.06750, 1.15608, -2.67129], [-3.18079, 0.12033, -3.55206], [-2.52400, -1.08385, -3.25580], [-1.76785, -1.14936, -2.11250], [-1.59821, -0.13739, -1.24356], [-1.42644, 3.48157, 1.13568], [-2.39131, 4.43328, 1.44069], [-2.04279, 5.45238, 2.30681], [-0.77348, 5.51961, 2.88775], [0.18337, 4.55958, 2.62819], [-0.14866, 3.54500, 1.74238], [5.09021, -1.08566, -0.83869], [5.99456, 1.02391, 0.14790], [4.38958, 2.57823, 1.26797], [2.69033, -1.52553, -0.74140], [-3.54373, 2.10867, -2.83371], [-3.76584, 0.21559, -4.45231], [-2.60536, -1.93778, -3.90827], [-1.26831, -2.08136, -1.85626], [-3.37390, 4.37709, 1.00159], [-2.76536, 6.21824, 2.54059], [-0.54391, 6.33281, 3.55724], [1.16565, 4.58818, 3.07159], [0.48712, -2.01974, -0.18244], [-0.04883, -3.28043, 0.41633], [-1.42071, -2.92404, 1.59201], [-0.98634, -1.40386, 2.54980], [-0.75794, -0.28665, 1.59304], [0.47833, -1.78095, 3.53253], [1.51288, -0.85392, 3.52878], [2.66469, -1.10978, 4.25381], [2.76944, -2.28140, 4.98922], [1.72345, -3.19126, 5.01693], [0.57379, -2.94398, 4.29026], [-2.42101, -1.14317, 3.62586], [-3.61125, -0.78444, 3.00059], [-4.77662, -0.68377, 3.74033], [-4.75212, -0.93277, 5.10400], [-3.55901, -1.24728, 5.73406], [-2.39149, -1.35850, 4.99642], [1.25300, -4.17903, 1.29513], [2.42276, -3.52573, 1.66431], [3.42998, -4.23406, 2.29412], [3.26652, -5.58343, 2.56889], [2.09718, -6.23200, 2.19914], [1.09477, -5.53533, 1.55336], [-0.72841, -4.42004, -0.83034], [-1.91253, -5.13590, -0.68795], [-2.30521, -6.01312, -1.68395], [-1.52597, -6.18065, -2.81715], [-0.34750, -5.46464, -2.96302], [0.05197, -4.59217, -1.96988], [-1.63841, -3.77519, 2.23343], [-2.30681, -2.66551, 1.00038], [1.40484, 0.06116, 2.95832], [3.47572, -0.39773, 4.25058], [3.66759, -2.48617, 5.55335], [1.80345, -4.09245, 5.60715], [-0.24486, -3.64806, 4.31261], [-3.61252, -0.57587, 1.93871], [-5.70395, -0.41653, 3.25545], [-5.66444, -0.87366, 5.67922], [-3.53703, -1.41062, 6.80036], [-1.46407, -1.60742, 5.48809], [2.53262, -2.46871, 1.46300], [4.34376, -3.72946, 2.56705], [4.05134, -6.13976, 3.05831], [1.96567, -7.28214, 2.40546], [0.19440, -6.03537, 1.22859], [-2.53211, -5.01418, 0.18831], [-3.22251, -6.57090, -1.57336], [-1.83604, -6.86990, -3.58661], [0.26053, -5.59203, -3.84439], [0.97231, -4.02921, -2.06260], [3.27108, 1.53801, -6.71537], [2.67279, 1.35942, -5.75024], [1.98670, 1.10779, -4.55630], [1.48271, 2.15106, -3.74807], [0.93868, 1.85226, -2.52926], [0.82664, 0.58180, -2.04977], [1.21749, -0.42390, -2.87964], [1.79796, -0.21252, -4.09789], [1.53354, 3.17272, -4.09467], [0.56045, 2.63932, -1.88062], [1.03721, -1.43317, -2.52205], [2.11722, -1.04119, -4.70884]]}


2.
{"formula": "C49H39BrIN4O5PSW", "method": "ωB97M-V/def2-TZVPD", "spin_multiplicity": 1, "total_charge": 2, "orbital_gap_ev": 6.87, "total_energy_ev": -167728.2153, "relative_energy_ev": 0.105, "e_homo_ev": -13.235, "largest_force_ev_per_a": 0.33, "symbols": ["W", "O", "P", "C", "C", "C", "C", "C", "C", "C", "C", "C", "C", "C", "C", "C", "C", "C", "C", "C", "C", "H", "H", "H", "H", "H", "H", "H", "H", "H", "H", "H", "H", "H", "H", "H", "O", "C", "O", "C", "C", "C", "C", "S", "C", "C", "H", "H", "H", "H", "H", "Br", "C", "C", "C", "C", "C", "C", "I", "H", "H", "H", "H", "O", "C", "N", "C", "C", "O", "N", "C", "C", "C", "C", "C", "C", "C", "C", "C", "C", "C", "C", "H", "H", "H", "H", "H", "H", "H", "H", "H", "H", "H", "N", "C", "C", "C", "N", "H", "H", "H", "H"], "coordinates": [[-0.26410, 0.11489, -0.29145], [1.05671, -0.17544, -1.69233], [1.30979, -0.46294, -3.21608], [2.80673, 0.39869, -3.62904], [3.32172, 0.27081, -4.92033], [4.49028, 0.93078, -5.25641], [5.14230, 1.71219, -4.30902], [4.63216, 1.83583, -3.02483], [3.46120, 1.17808, -2.67736], [1.48798, -2.22057, -3.40480], [2.09694, -2.93531, -2.37071], [2.31086, -4.29531, -2.51269], [1.93237, -4.93791, -3.68539], [1.34455, -4.22555, -4.72182], [1.12170, -2.86381, -4.58808], [-0.04536, 0.15219, -4.18955], [-1.22462, -0.58861, -4.31331], [-2.30363, -0.05303, -4.99652], [-2.21114, 1.21722, -5.55209], [-1.04454, 1.96021, -5.42365], [0.04037, 1.43228, -4.74280], [2.81529, -0.34031, -5.65908], [4.89550, 0.83569, -6.25436], [6.05655, 2.22534, -4.57547], [5.14706, 2.44385, -2.29337], [3.06065, 1.26940, -1.67513], [2.40915, -2.42965, -1.46479], [2.78364, -4.85253, -1.71499], [2.10643, -5.99998, -3.79631], [1.06204, -4.72937, -5.63602], [0.66630, -2.31084, -5.39975], [-1.29827, -1.58062, -3.88710], [-3.21207, -0.62992, -5.10585], [-3.05082, 1.62542, -6.09947], [-0.97411, 2.94369, -5.86862], [0.95585, 2.00410, -4.65506], [-2.49256, -7.31029, 1.01930], [-3.23462, -6.26067, 1.42152], [-4.05192, -6.38176, 2.28261], [-2.94110, -4.92474, 0.78849], [-3.33090, -3.79478, 1.50105], [-3.11779, -2.52886, 0.98284], [-2.50926, -2.39959, -0.26198], [-2.22040, -0.76904, -0.92712], [-2.13601, -3.52088, -0.99531], [-2.35412, -4.78413, -0.46438], [-1.78252, -7.03925, 0.42745], [-3.81111, -3.92829, 2.46116], [-3.40924, -1.64655, 1.53983], [-1.67789, -3.41024, -1.97156], [-2.08953, -5.65141, -1.05790], [1.55788, -3.58691, 4.02484], [2.72989, -2.45279, 3.07984], [4.00475, -2.23211, 3.58268], [4.88344, -1.40389, 2.90290], [4.49906, -0.78945, 1.72000], [3.22797, -1.00360, 1.21011], [2.35423, -1.83334, 1.89515], [0.44987, -2.20535, 1.08116], [4.30012, -2.71261, 4.50500], [5.87451, -1.24027, 3.30340], [5.18670, -0.14319, 1.19156], [2.91620, -0.51934, 0.29422], [1.22731, 1.47351, 0.87582], [0.30383, 1.63885, 1.71263], [0.21442, 2.35136, 2.81930], [-1.11548, 2.19781, 3.45033], [-1.78923, 1.20198, 2.46626], [-2.87837, 0.72393, 2.54012], [-0.85942, 0.96110, 1.44363], [-1.92719, 3.48715, 3.39683], [-3.18020, 3.50194, 4.00558], [-3.96634, 4.63915, 3.94450], [-3.50979, 5.77127, 3.27982], [-2.26625, 5.75747, 2.67114], [-1.47648, 4.61430, 2.72245], [-0.95510, 1.60711, 4.84134], [-0.81363, 2.45083, 5.93736], [-0.57153, 1.91997, 7.19596], [-0.47384, 0.54681, 7.36611], [-0.61475, -0.29815, 6.27446], [-0.85162, 0.23021, 5.01506], [0.98359, 2.84204, 3.24821], [-3.53541, 2.62296, 4.52799], [-4.93601, 4.64538, 4.42371], [-4.12166, 6.66253, 3.24477], [-1.90036, 6.63928, 2.16194], [-0.50588, 4.62090, 2.24321], [-0.90733, 3.52266, 5.81318], [-0.46772, 2.58160, 8.04526], [-0.29549, 0.13504, 8.35026], [-0.54928, -1.37017, 6.40494], [-0.97257, -0.44368, 4.17345], [-2.03325, 2.25590, -1.74092], [-2.06793, 3.50805, -2.19823], [-0.79943, 4.04111, -2.05078], [-0.04855, 3.02350, -1.47666], [-0.80398, 1.93288, -1.28966], [-2.78125, 1.57721, -1.69531], [-2.97772, 3.93503, -2.58631], [-0.47363, 5.03105, -2.31558], [0.98643, 3.01448, -1.17541]]}